A 5-piece molecular cluster, C39H40Br3Cl3F35I2N3O4PS overall in a non-equilibrium geometry. Source: the OMol25 dataset; level of theory: ωB97M-V/def2-TZVPD.

Computed properties:
- HOMO-LUMO gap (eV) = 5.9
- lowest unoccupied orbital energy (eV) = -5.1
- electronic energy (eV) = -432857.1648
- HOMO (eV) = -11.0
- molar mass (g mol⁻¹) = 1942.6

```
! RIJCOSX wB97M-V def2-TZVPD def2/J DEFGRID3
* xyz 1 1
C 0.023 3.545 4.393
C -0.408 3.950 2.865
C -0.312 2.696 1.781
Br 1.385 3.081 0.715
N -0.319 1.326 2.416
C 0.360 0.241 1.552
N 1.661 -0.236 1.615
P 2.679 0.484 2.926
S 2.149 -0.496 4.569
C 2.188 -1.306 0.635
I 3.664 -0.420 -0.785
C 2.735 -2.660 1.374
C 4.211 -2.542 2.068
I 2.661 -4.413 0.010
N -0.782 -0.182 0.603
Cl -0.593 0.576 -0.932
C -2.179 -0.101 1.255
C -3.321 0.608 0.321
Cl -3.983 2.362 0.582
C -3.961 -0.085 -0.869
C -3.548 -1.586 -1.377
Cl -5.300 0.786 -1.881
C -2.361 -1.646 1.779
Br -0.918 -3.061 1.492
C -3.592 -2.158 2.466
C -4.906 -1.232 2.768
Br -3.691 -4.118 3.025
C -1.675 0.661 2.647
C -2.772 1.355 3.635
C -2.660 0.635 5.141
C -3.530 1.621 6.151
F -3.177 3.085 6.280
C -4.694 1.173 6.982
F -4.408 0.490 8.270
F -6.085 1.484 6.479
H -0.924 3.266 5.059
H 0.834 2.707 4.479
H 0.459 4.538 4.892
H 0.176 4.882 2.421
H -1.547 4.283 2.905
H -1.210 2.766 1.034
H 4.090 0.248 2.755
H 2.384 1.867 3.197
H 1.295 -1.658 -0.075
H 1.958 -2.913 2.238
H 4.167 -2.661 3.235
H 4.817 -1.576 1.810
H 4.860 -3.455 1.663
H -4.159 -1.872 -2.357
H -2.382 -1.689 -1.576
H -3.865 -2.346 -0.544
H -5.791 -1.990 3.033
H -4.760 -0.597 3.768
H -5.297 -0.598 1.867
H -1.336 -0.282 3.296
H -3.892 1.324 3.221
H -2.577 2.512 3.856
H -3.013 -0.480 5.143
H -1.522 0.777 5.457
C 8.411 -6.444 -2.897
C 8.891 -7.161 -1.626
C 7.782 -7.758 -0.765
F 6.908 -6.826 -0.320
F 8.306 -8.352 0.342
F 9.678 -6.315 -0.909
F 9.715 -8.181 -2.025
O 8.275 -5.024 -2.812
C 7.051 -4.559 -2.245
C 7.248 -3.845 -0.903
F 7.870 -4.634 0.011
F 6.053 -3.494 -0.356
F 6.178 -5.593 -2.174
F 6.524 -3.694 -3.155
H 9.194 -6.594 -3.651
H 7.521 -6.915 -3.332
H 7.229 -8.525 -1.315
H 7.844 -2.938 -1.025
C -9.317 -0.506 3.785
C -8.694 0.219 2.581
C -9.518 1.380 2.032
F -10.741 0.996 1.602
F -8.893 1.943 0.962
F -8.410 -0.692 1.612
F -7.483 0.712 2.990
O -10.051 -1.699 3.497
C -11.402 -1.502 3.083
C -11.649 -1.923 1.630
F -10.836 -1.268 0.761
F -12.924 -1.640 1.248
F -11.756 -0.217 3.331
F -12.162 -2.261 3.919
H -8.480 -0.849 4.406
H -9.879 0.172 4.437
H -9.641 2.164 2.787
H -11.487 -2.995 1.499
C -1.722 7.310 -2.389
C -2.739 7.559 -1.265
C -2.576 8.887 -0.532
F -1.370 9.008 0.069
F -3.509 9.005 0.453
F -2.715 6.508 -0.403
F -3.984 7.539 -1.836
O -0.583 6.514 -2.050
C 0.486 7.214 -1.416
C 0.712 6.770 0.034
F -0.404 6.915 0.795
F 1.680 7.518 0.630
F 0.274 8.547 -1.536
F 1.596 6.949 -2.157
H -2.243 6.721 -3.154
H -1.435 8.233 -2.907
H -2.715 9.731 -1.214
H 1.017 5.722 0.081
C 5.538 -1.667 -7.382
C 6.014 -3.119 -7.547
C 7.219 -3.503 -6.694
F 8.312 -2.755 -6.966
F 7.572 -4.797 -6.924
F 6.237 -3.366 -8.865
F 4.966 -3.928 -7.193
O 6.008 -0.730 -8.355
C 7.308 -0.195 -8.111
C 8.338 -0.626 -9.161
F 8.443 -1.978 -9.252
F 9.580 -0.167 -8.846
F 7.681 -0.501 -6.844
F 7.164 1.158 -8.136
H 4.451 -1.679 -7.525
H 5.673 -1.296 -6.359
H 6.988 -3.413 -5.628
H 8.076 -0.243 -10.149
*
```

Mulliken atomic charge list, values in e, 4 entries: atom 1 (C): -0.543, atom 2 (C): -0.213, atom 3 (C): -0.154, atom 4 (Br): -0.080

***

C39H40BrClN11NaO6PS2 as an isolated structure in a non-equilibrium geometry. Source: the OMol25 dataset; level of theory: ωB97M-V/def2-TZVPD.

Computed properties:
- HOMO-LUMO gap (eV) = 6.4
- lowest unoccupied orbital energy (eV) = 1.8
- relative energy (zero: lowest compared OMol25 entry of this formula, charge and spin) (kcal per mole) = 0.0
- electronic energy (eV) = -187717.9844
- HOMO (eV) = -4.6
- molar mass (g mol⁻¹) = 992.3

```
! RIJCOSX wB97M-V def2-TZVPD def2/J DEFGRID3
* xyz -1 1
Na 0.098 0.037 -0.910
Br -6.616 -2.310 1.727
C -5.076 -1.475 0.972
C -4.917 -1.451 -0.429
C -3.830 -0.842 -0.989
C -2.832 -0.181 -0.189
O -1.877 0.455 -0.703
C -2.988 -0.299 1.242
C -1.961 0.149 2.148
N -0.836 0.656 1.799
C 0.071 1.099 2.740
C -0.269 1.693 3.938
C 0.715 2.164 4.832
C 2.043 2.057 4.534
C 2.438 1.480 3.299
C 3.795 1.339 2.925
C 4.108 0.789 1.718
C 3.053 0.385 0.869
N 1.790 0.486 1.181
C 1.462 1.018 2.389
C -4.127 -0.925 1.785
H -5.658 -1.929 -1.057
H -3.675 -0.845 -2.061
H -2.171 -0.035 3.216
H -1.317 1.818 4.183
H 0.405 2.623 5.763
H 2.804 2.419 5.216
H 4.569 1.670 3.610
H 5.136 0.662 1.401
H 3.279 -0.043 -0.105
H -4.240 -0.970 2.864
N -2.038 -2.986 3.368
C -0.700 -2.700 3.235
N -0.048 -2.839 2.130
C 1.287 -2.543 2.310
C 1.644 -2.164 3.561
S 0.261 -2.179 4.594
C 2.200 -2.662 1.164
C 3.535 -2.879 1.249
S 4.212 -2.992 -0.338
C 2.606 -2.751 -1.001
N 1.679 -2.570 -0.109
N 2.353 -2.821 -2.331
H -2.530 -2.499 4.097
H -2.527 -2.994 2.484
H 2.607 -1.834 3.917
H 4.148 -3.002 2.127
H 1.456 -2.388 -2.584
H 3.115 -2.671 -2.966
O -1.353 -0.189 -6.733
C -0.316 0.606 -6.835
O -0.120 1.307 -7.805
C 0.628 0.619 -5.675
C 1.794 1.349 -5.610
Cl 2.518 2.326 -6.805
N 2.368 1.122 -4.399
N 1.637 0.238 -3.687
C 0.592 -0.068 -4.426
C -0.435 -1.035 -3.838
O -1.403 -1.331 -4.575
O -0.217 -1.431 -2.675
C 3.567 1.623 -3.809
C 4.064 2.885 -4.106
C 5.253 3.304 -3.524
C 5.931 2.492 -2.628
C 5.395 1.255 -2.292
C 4.218 0.820 -2.877
H -1.369 -0.691 -5.831
H 3.530 3.543 -4.773
H 5.641 4.286 -3.768
H 6.859 2.826 -2.180
H 5.891 0.619 -1.569
H 3.776 -0.127 -2.604
C -0.900 5.237 -2.276
N -0.152 4.004 -2.376
C -0.326 3.276 -3.625
P 0.828 3.410 -1.186
O 1.021 1.950 -1.334
N 2.298 4.178 -1.281
C 2.461 5.574 -1.619
C 3.451 3.579 -0.630
N 0.126 3.889 0.234
C -1.283 3.552 0.433
C 0.613 4.955 1.082
H -1.970 5.050 -2.411
H -0.587 5.954 -3.045
H -0.757 5.698 -1.300
H -1.391 3.142 -3.833
H 0.126 2.291 -3.531
H 0.127 3.807 -4.470
H 1.550 5.981 -2.052
H 3.263 5.687 -2.357
H 2.729 6.181 -0.744
H 3.286 2.509 -0.516
H 3.642 4.018 0.360
H 4.339 3.727 -1.248
H -1.539 2.629 -0.087
H -1.936 4.368 0.094
H -1.463 3.388 1.495
H 0.093 5.907 0.898
H 1.681 5.108 0.939
H 0.452 4.684 2.129
*
```

Mulliken atomic charge list, values in e, 4 entries: atom 1 (Na): 0.885, atom 2 (Br): -0.273, atom 3 (C): -0.172, atom 4 (C): -0.490

***

C39H40CaN11O2S3 as an isolated structure. Source: the OMol25 dataset; level of theory: ωB97M-V/def2-TZVPD.

Computed properties:
- HOMO-LUMO gap (eV) = 4.8
- lowest unoccupied orbital energy (eV) = 1.8
- relative energy (zero: lowest compared OMol25 entry of this formula, charge and spin) (kcal per mole) = 27.1
- electronic energy (eV) = -112530.5885
- HOMO (eV) = -3.1
- molar mass (g mol⁻¹) = 831.1

```
! RIJCOSX wB97M-V def2-TZVPD def2/J DEFGRID3
* xyz -1 1
Ca 0.842 -0.342 -0.908
S -2.374 0.638 -2.429
C -1.235 0.558 -3.725
C -1.608 0.995 -5.020
C -0.718 0.923 -6.061
C 0.562 0.413 -5.827
C 0.858 0.016 -4.540
N 0.010 0.077 -3.509
H -2.608 1.380 -5.155
H -1.013 1.260 -7.048
H 1.307 0.331 -6.607
H 1.844 -0.378 -4.318
N 5.004 0.187 -2.595
C 5.082 1.474 -2.098
C 6.106 2.414 -2.072
C 5.831 3.605 -1.431
C 4.589 3.848 -0.824
C 3.576 2.913 -0.853
C 3.831 1.717 -1.520
N 3.019 0.606 -1.682
C 3.756 -0.280 -2.290
C 3.345 -1.640 -2.612
C 4.131 -2.617 -3.148
S 3.221 -4.057 -3.310
C 1.862 -3.255 -2.664
N 2.057 -2.018 -2.344
H 5.749 -0.338 -3.012
H 7.074 2.219 -2.516
H 6.600 4.365 -1.375
H 4.438 4.784 -0.302
H 2.634 3.072 -0.347
H 5.173 -2.572 -3.418
H 0.903 -3.733 -2.518
O 3.107 -1.876 0.462
C 2.479 -1.331 1.403
O 1.411 -0.678 1.201
C 2.909 -1.515 2.830
C 3.423 -2.772 3.151
C 3.774 -3.115 4.443
C 3.627 -2.150 5.440
C 3.158 -0.894 5.129
C 2.783 -0.509 3.819
S 2.311 1.148 3.564
H 3.534 -3.482 2.338
H 4.156 -4.104 4.668
H 3.893 -2.377 6.468
H 3.069 -0.137 5.899
C -0.894 0.565 2.289
C -0.542 1.733 1.442
N -0.138 1.699 0.193
C -0.023 3.005 -0.226
C -0.351 3.843 0.788
N -0.670 3.025 1.854
C -1.270 3.431 3.084
N -2.607 3.963 2.854
N -3.095 4.873 3.714
N -4.307 5.151 3.408
C -4.656 4.405 2.310
C -5.856 4.372 1.585
C -5.901 3.553 0.486
C -4.781 2.784 0.094
C -3.600 2.797 0.795
C -3.561 3.622 1.932
H -0.802 -0.336 1.694
H -1.923 0.652 2.654
H -0.178 0.481 3.112
H 0.273 3.253 -1.232
H -0.402 4.916 0.856
H -0.701 4.213 3.580
H -1.313 2.564 3.739
H -6.699 4.980 1.885
H -6.801 3.498 -0.113
H -4.830 2.181 -0.805
H -2.757 2.219 0.441
C -3.352 -5.374 0.721
C -3.113 -4.045 1.432
N -2.696 -2.957 0.559
C -3.723 -2.123 -0.054
C -4.167 -2.576 -1.439
C -1.391 -2.774 0.202
C -0.332 -3.544 0.947
N -1.008 -1.938 -0.695
H -3.564 -6.158 1.452
H -2.474 -5.680 0.150
H -4.194 -5.317 0.033
H -2.376 -4.172 2.223
H -4.032 -3.728 1.927
H -3.347 -1.098 -0.114
H -4.569 -2.094 0.636
H -3.324 -2.582 -2.131
H -4.905 -1.880 -1.842
H -4.610 -3.572 -1.413
H -0.345 -3.305 2.012
H 0.644 -3.260 0.561
H -0.465 -4.623 0.846
H -1.755 -1.421 -1.170
*
```

Mulliken atomic charge list, values in e, 4 entries: atom 1 (Ca): 2.417, atom 2 (S): -0.267, atom 3 (C): -0.037, atom 4 (C): -0.903

***

C39H40CaN11O2S3 as an isolated structure. Source: the OMol25 dataset; level of theory: ωB97M-V/def2-TZVPD.

Computed properties:
- HOMO-LUMO gap (eV) = 5.5
- lowest unoccupied orbital energy (eV) = 1.9
- relative energy (zero: lowest compared OMol25 entry of this formula, charge and spin) (kcal per mole) = 17.6
- electronic energy (eV) = -112531.0004
- HOMO (eV) = -3.6
- molar mass (g mol⁻¹) = 831.1

```
! RIJCOSX wB97M-V def2-TZVPD def2/J DEFGRID3
* xyz -1 1
Ca 0.667 1.438 -0.571
S 3.302 2.142 0.339
C 3.516 1.381 1.894
C 4.090 0.091 1.969
C 4.204 -0.550 3.180
C 3.760 0.096 4.333
C 3.239 1.366 4.179
N 3.113 2.001 3.014
H 4.434 -0.374 1.054
H 4.637 -1.543 3.234
H 3.825 -0.364 5.311
H 2.903 1.921 5.052
N 2.322 4.309 -3.862
C 3.301 3.370 -4.134
C 4.389 3.369 -4.999
C 5.174 2.232 -4.997
C 4.889 1.140 -4.161
C 3.809 1.150 -3.302
C 3.003 2.286 -3.301
N 1.872 2.569 -2.552
C 1.512 3.771 -2.906
C 0.349 4.434 -2.330
C -0.309 5.535 -2.779
S -1.674 5.822 -1.791
C -1.272 4.449 -0.845
N -0.200 3.834 -1.226
H 2.270 5.245 -4.220
H 4.615 4.211 -5.640
H 6.035 2.184 -5.652
H 5.541 0.277 -4.185
H 3.587 0.332 -2.631
H -0.095 6.145 -3.641
H -1.884 4.087 -0.031
O -1.804 1.859 0.269
C -2.147 1.144 -0.728
O -1.308 0.829 -1.614
C -3.582 0.680 -0.815
C -4.408 1.086 0.245
C -5.738 0.734 0.338
C -6.278 -0.065 -0.672
C -5.490 -0.473 -1.721
C -4.119 -0.126 -1.854
S -3.312 -0.728 -3.276
H -3.950 1.690 1.015
H -6.341 1.066 1.175
H -7.321 -0.365 -0.637
H -5.910 -1.088 -2.508
C 0.139 -0.683 -3.593
C 0.791 -1.346 -2.438
N 1.424 -0.740 -1.451
C 1.889 -1.736 -0.614
C 1.516 -2.949 -1.088
N 0.803 -2.690 -2.244
C 0.062 -3.676 -3.008
N -0.565 -4.616 -2.122
N -0.025 -5.845 -1.956
N -0.629 -6.452 -1.006
C -1.594 -5.607 -0.494
C -2.506 -5.784 0.553
C -3.339 -4.728 0.836
C -3.286 -3.521 0.101
C -2.398 -3.329 -0.932
C -1.556 -4.411 -1.206
H 0.561 0.315 -3.708
H -0.940 -0.564 -3.412
H 0.311 -1.241 -4.515
H 2.428 -1.496 0.289
H 1.648 -3.948 -0.712
H 0.713 -4.255 -3.661
H -0.694 -3.153 -3.592
H -2.542 -6.712 1.107
H -4.062 -4.819 1.637
H -3.971 -2.718 0.343
H -2.404 -2.405 -1.509
C -0.741 0.830 5.992
C -1.483 0.843 4.661
N -0.758 0.172 3.596
C -0.831 -1.281 3.553
C 0.468 -1.974 3.957
C -0.099 0.843 2.606
C -0.045 2.342 2.683
N 0.446 0.270 1.590
H -1.315 1.353 6.759
H 0.231 1.314 5.889
H -0.571 -0.192 6.336
H -1.694 1.866 4.361
H -2.454 0.352 4.769
H -1.142 -1.597 2.552
H -1.634 -1.584 4.227
H 1.308 -1.632 3.352
H 0.371 -3.055 3.836
H 0.712 -1.762 4.998
H -1.012 2.749 2.376
H 0.738 2.701 2.016
H 0.210 2.693 3.682
H 0.305 -0.734 1.583
*
```

Mulliken atomic charge list, values in e, 4 entries: atom 1 (Ca): 1.381, atom 2 (S): -0.426, atom 3 (C): 0.403, atom 4 (C): -0.463